77
Properties=species:S:1:pos:R:3:mulliken_charge:R:1 method="wB97M-V/def2-TZVPD" multiplicity=4 homo_lumo_gap_ev="3.31 / 3.26" homo_energy_ev="-6.2 / -6.1" total_energy_ev=-88319.43070 e_lumo_ev="-2.85 / -2.86" mol_weight_g_mol=689.6
Cr -16.94234 -2.45000 5.76741 -0.04
C -16.06165 -0.50311 7.90958 -1.42
N -17.18869 -1.45380 7.80657 0.09
C -17.07653 -2.62655 8.73102 -0.96
C -15.95755 -3.55419 8.23406 0.61
C -15.14996 -4.28461 9.08544 -0.82
C -14.02524 -4.98738 8.62499 -0.42
C -13.74163 -4.97415 7.26445 -0.88
C -14.56359 -4.24502 6.43581 -0.40
N -15.63290 -3.56709 6.89664 1.11
C -18.48142 -0.71643 7.62357 -1.82
C -18.45807 0.00615 6.23859 1.25
C -19.72860 0.80578 6.01507 -1.74
C -20.31962 0.90014 4.77186 -0.27
C -19.95992 0.03407 3.73872 -1.29
C -18.92214 -0.87677 4.01679 0.19
N -18.33147 -1.03152 5.18604 1.29
C -15.83748 0.18047 6.52771 1.19
C -14.63169 1.13340 6.56738 -2.26
C -13.51970 1.00679 5.74645 -0.28
C -13.41073 -0.04792 4.84474 -1.52
C -14.51824 -0.91773 4.75650 0.05
N -15.61423 -0.90034 5.49283 1.23
H -15.20083 -1.12821 8.20947 0.65
H -16.28615 0.21994 8.71747 0.20
H -18.02391 -3.18460 8.69937 0.41
H -16.90225 -2.30933 9.77864 0.45
H -15.35670 -4.23289 10.16462 0.44
H -13.38033 -5.48597 9.34895 0.40
H -12.93143 -5.54269 6.81085 0.43
H -14.36389 -4.21278 5.35219 0.47
H -18.67094 -0.04828 8.47053 0.35
H -19.26814 -1.48729 7.62568 0.45
H -20.17063 1.35716 6.86336 0.28
H -21.06872 1.67848 4.59885 0.37
H -20.39760 0.04516 2.74401 0.42
H -18.53245 -1.51826 3.19154 -0.03
H -14.68489 1.98375 7.26763 0.32
H -12.73233 1.77017 5.80087 0.39
H -12.55749 -0.25352 4.19074 0.37
H -14.47632 -1.70548 3.98554 0.29
O -18.68197 -8.89820 2.97451 -0.60
N -18.39428 -8.01317 2.11402 0.98
O -18.31745 -8.24138 0.87446 -0.59
C -18.12529 -6.71921 2.57448 -0.72
C -18.32168 -6.48487 3.92094 -0.30
C -18.00497 -5.19697 4.39855 -0.29
C -17.40411 -4.25423 3.55649 1.58
O -16.67880 -3.21161 3.96989 -0.21
C -17.32808 -4.52853 2.19901 -1.11
C -17.64412 -5.78115 1.67928 -0.25
N -16.83506 -3.53479 1.30308 0.94
O -16.74922 -3.88738 0.09062 -0.66
O -16.53573 -2.34833 1.63651 -0.47
N -18.32404 -4.97803 5.78953 0.92
O -18.70016 -5.91814 6.48314 -0.61
O -18.44205 -3.74934 6.25371 -0.28
H -18.74491 -7.25081 4.56069 0.71
H -17.52627 -6.02270 0.62017 0.66
C -16.45090 1.37836 3.27173 -0.35
C -16.79397 2.39795 4.30875 1.46
C -16.72561 3.71190 3.86754 -0.79
C -17.02259 4.78571 4.68251 -0.88
C -17.42320 4.57306 6.00817 -0.85
C -17.48717 3.29814 6.52987 0.81
C -17.83579 3.10989 7.99045 -0.95
C -17.15837 2.14870 5.67401 -0.69
N -17.16100 0.89727 6.23075 1.56
H -16.99823 1.53189 2.31022 0.48
H -16.68621 0.34589 3.57451 -1.30
H -15.36266 1.39689 2.98410 0.30
H -16.43782 3.90388 2.83112 0.43
H -16.88734 5.79755 4.30865 0.39
H -17.70904 5.41883 6.63472 0.42
H -17.81740 4.06715 8.55441 0.47
H -17.12112 2.42054 8.50901 0.04
H -18.84702 2.66819 8.09119 0.14